1.
42
Properties=species:S:1:pos:R:3:forces:R:3:nbo_charge:R:1 method="wB97M-V/def2-TZVPD" e_homo_ev=-9.53 charge=0 smiles=COCCNCCOC.CO.CO.CO
C -0.73273 2.35309 4.03231 6.64 3.29 -4.08 -0.21
O -0.37370 1.08468 3.46008 0.29 1.74 -1.27 -0.53
C 0.38309 1.20143 2.23479 3.71 -3.99 4.06 -0.05
C 0.56331 -0.26923 1.69233 -1.24 1.75 0.46 -0.25
N 1.35392 -0.32174 0.42106 2.04 1.02 1.35 -0.65
C 1.47762 -1.70748 -0.00037 -1.16 2.30 -3.55 -0.22
C 2.45967 -1.82374 -1.19239 0.09 -3.11 3.66 -0.07
O 2.68157 -3.19312 -1.51316 -3.10 1.06 -0.06 -0.55
C 3.04958 -3.41871 -2.85094 2.36 -3.59 1.36 -0.30
H -1.36432 2.10992 4.67612 -5.43 -1.76 5.94 0.17
H -1.17669 3.09659 3.37639 -0.25 -0.44 -0.83 0.17
H 0.11037 3.10047 4.56086 -1.32 -2.59 -1.19 0.14
H 1.39386 1.58766 2.54470 -0.58 -0.16 -0.38 0.15
H 0.06934 1.78082 1.49422 -2.32 2.73 -2.88 0.18
H -0.50470 -0.65354 1.81494 1.08 0.13 -1.71 0.22
H 1.04449 -0.89176 2.39056 0.94 -0.49 1.37 0.18
H 2.38605 0.00019 0.65533 -2.74 -0.55 -0.20 0.36
H 0.43709 -1.95238 -0.21051 0.07 -0.58 -0.81 0.19
H 1.75067 -2.33401 0.72278 1.46 -2.56 3.27 0.17
H 3.44054 -1.56087 -0.93231 1.48 1.43 1.09 0.16
H 2.18320 -1.18745 -1.90785 -1.47 1.96 -3.57 0.17
H 2.49339 -2.96309 -3.72729 0.98 0.10 1.32 0.20
H 2.87630 -4.56518 -2.86762 0.24 1.72 -0.80 0.20
H 4.20747 -3.38597 -2.61391 -1.63 0.56 -2.50 0.19
C 0.93953 1.68183 -2.37305 4.95 4.94 2.42 -0.23
O 0.23845 1.62961 -1.23166 -4.87 3.91 0.35 -0.75
H 1.06540 2.78524 -2.58664 -0.01 -1.56 -1.10 0.19
H 0.47396 1.02424 -2.86368 -3.45 -3.95 -6.33 0.16
H 1.89283 1.16746 -2.19404 0.65 0.68 -0.26 0.14
H 0.72057 1.11323 -0.71600 2.72 -3.97 4.62 0.49
C -3.78842 1.69543 1.10408 1.03 4.28 2.02 -0.25
O -4.25936 0.42354 0.99854 -3.09 0.60 0.82 -0.72
H -3.39811 1.86436 2.14063 0.37 -0.42 -0.49 0.14
H -4.51287 2.63896 1.16607 0.34 -2.52 -1.00 0.16
H -2.98123 2.01767 0.41469 -0.54 -0.62 0.07 0.19
H -3.67277 -0.13716 0.57549 1.91 -1.25 -1.45 0.48
C -2.25313 -1.00690 -1.79834 -1.52 1.67 1.64 -0.27
O -2.32343 0.45074 -1.55512 -1.95 -2.91 -0.10 -0.73
H -1.55093 -1.32049 -2.51723 1.09 -0.04 -0.89 0.17
H -3.22300 -1.33119 -2.10890 -0.68 -0.15 -0.39 0.18
H -2.07746 -1.48794 -0.84820 0.41 -0.35 0.33 0.16
H -1.49942 0.70482 -1.86678 2.49 1.68 -0.35 0.48

***

2.
23
Properties=species:S:1:pos:R:3:forces:R:3:nbo_charge:R:1 method="wB97M-V/def2-TZVPD" e_homo_ev="-12.23 / -12.23" charge=+1
C 2.49732 2.09247 0.41622 0.34 2.46 0.36 -0.35
C 2.95513 1.00926 0.00387 0.19 -2.03 -0.14 0.18
C -0.23875 0.44823 -0.24622 -0.96 -2.62 1.43 0.26
C -1.21608 -0.18053 -1.31071 1.31 -0.08 -0.53 0.76
C 0.97134 2.58769 0.14997 -0.53 -2.75 0.32 -0.15
C -2.59929 -2.04652 -1.84437 0.92 0.31 -1.09 -0.25
C 0.09729 -1.60599 2.48719 0.51 -1.16 0.46 -0.25
N 0.16111 -0.06271 0.89384 -0.43 1.38 -1.69 -0.20
N 0.20581 1.65421 -0.67137 0.80 2.06 1.41 -0.59
O -1.35439 0.40493 -2.35335 -0.37 0.59 -0.03 -0.59
O -1.62831 -1.39581 -1.08554 1.11 1.75 2.81 -0.46
O -0.37287 -1.28580 1.23121 -0.53 0.85 -1.27 -0.34
Br 3.23024 -0.68334 -0.45254 0.08 1.19 0.20 0.47
H 2.96953 2.94454 0.97861 0.03 -1.26 -0.63 0.35
H 0.78494 2.65114 1.27614 -1.01 -0.27 -1.68 0.27
H 1.00583 3.55424 -0.30125 0.17 0.52 -0.31 0.25
H -2.48712 -2.97281 -1.38822 -1.02 -2.03 0.38 0.21
H -2.19141 -2.09969 -2.82274 -0.21 -0.15 -1.28 0.20
H -3.55998 -1.58738 -1.82884 -0.67 0.29 0.24 0.21
H 1.10024 -1.33583 2.58069 1.78 0.58 0.15 0.17
H 0.06430 -2.65224 2.62259 -0.17 -1.40 -0.35 0.20
H -0.41145 -1.24519 3.32427 -1.34 1.32 0.99 0.18
H 0.01655 1.80713 -1.65947 -0.01 0.46 0.24 0.46

***

3.
9
Properties=species:S:1:pos:R:3:forces:R:3:nbo_charge:R:1 method="wB97M-V/def2-TZVPD" e_homo_ev=-9.97 charge=0
C -0.25368 -1.25323 1.03608 -1.44 3.66 0.26 0.40
N -1.40021 1.37240 1.12046 2.53 -2.47 0.49 0.02
N -1.08984 -0.19898 1.13436 -2.14 1.42 0.24 -0.59
N 0.19979 -2.29242 1.12914 1.35 -1.98 -0.18 -0.34
F -2.48234 1.33240 0.27478 0.00 0.70 -0.74 -0.23
F 0.94587 -1.33611 -3.21724 -5.86 1.15 -1.82 -0.56
H -2.07259 -0.42893 1.22976 0.49 -0.84 0.17 0.40
H -0.12221 -1.13403 -3.54868 5.85 -1.14 1.81 0.56
H -0.60285 1.82276 0.61790 -0.79 -0.49 -0.24 0.35

***

4.
16
Properties=species:S:1:pos:R:3:forces:R:3:nbo_charge:R:1 method="wB97M-V/def2-TZVPD" e_homo_ev=-15.22 charge=+1
C 1.14240 -1.57899 0.50974 -0.48 -0.65 -1.27 0.16
C 0.46644 -0.09479 -1.37979 -1.43 1.09 -2.91 -0.25
C 0.91526 0.76966 -0.25555 -0.47 1.77 -0.26 0.14
C 0.87935 1.87631 0.51210 3.13 -5.17 1.78 -0.27
C -1.92645 -0.87208 0.44267 2.94 -1.74 -3.80 -0.84
N 1.15174 -0.61785 -0.31012 1.11 -0.20 4.00 -0.25
H 1.48870 -1.56698 1.49317 0.79 0.76 1.43 0.23
H 0.69621 -2.48580 0.20544 -0.14 -1.11 -0.64 0.22
H -0.58304 -0.39641 -1.60702 1.02 0.31 0.34 0.27
H 1.07490 -0.09522 -2.25581 0.41 0.33 -0.73 0.26
H -0.92984 -0.46317 -0.00014 -3.00 0.91 2.38 0.17
H 0.52390 2.75283 0.15611 -1.33 2.56 -0.90 0.24
H 1.44424 1.78836 1.52120 -1.17 0.54 -1.83 0.25
H -2.46930 -0.59148 1.30933 -0.23 1.13 0.31 0.26
H -1.41994 -1.81851 0.67837 -1.05 -0.63 0.16 0.19
H -2.45783 -1.02947 -0.56090 -0.09 0.10 1.93 0.23

***

5.
104
Properties=species:S:1:pos:R:3:forces:R:3:mulliken_spin:R:1 method="wB97M-V/def2-TZVPD" e_homo_ev="-11.97 / -11.96" charge=+1 multiplicity=2 s_squared=0.756
C -0.17801 0.34050 0.14692 -0.37 0.51 -1.35 0.00
O -0.35416 -0.96079 0.64492 -0.65 0.40 0.50 0.00
H 0.27060 0.32367 -0.84634 0.15 -0.25 -0.30 0.00
H -1.17273 0.75821 -0.00852 -0.07 0.23 0.28 0.00
H 0.43259 1.07043 0.67838 -0.08 -0.35 0.79 0.00
H 0.49909 -1.32999 0.88419 0.70 -0.67 0.03 0.00
C -0.91439 1.41960 3.69339 1.04 -0.02 1.19 0.00
O -0.76163 -0.00436 3.96602 -0.95 1.01 -0.42 0.00
H -0.28579 1.96840 4.39466 0.30 0.01 0.21 0.00
H -0.58755 1.79681 2.72438 -0.41 -0.60 -0.33 0.00
H -1.89872 1.80256 3.96271 -0.29 -0.72 -0.46 0.00
H 0.01088 -0.35945 3.52021 0.27 0.25 -0.19 0.00
C 2.44265 1.05621 3.34729 -0.63 0.00 0.31 0.00
O 2.35104 -0.37847 3.24336 0.15 0.43 -0.46 0.00
H 3.45750 1.44752 3.27604 0.10 -0.25 0.17 0.00
H 1.85532 1.54906 2.57254 0.03 -0.39 -0.24 0.00
H 1.95591 1.31753 4.28692 0.35 0.41 0.10 0.00
H 2.67122 -0.71779 4.08237 0.04 -0.21 0.04 0.00
C -0.26137 -4.35073 2.46829 -0.15 -0.11 -0.04 0.00
O -1.10078 -4.97919 3.43310 0.27 0.26 -0.12 0.00
H -0.50404 -4.79438 1.50269 0.08 0.07 0.05 0.00
H -0.42280 -3.27306 2.44243 -0.14 0.20 -0.15 0.00
H 0.80124 -4.49016 2.66714 0.06 -0.25 0.05 0.00
H -0.77252 -4.69584 4.28959 -0.15 -0.12 0.22 0.00
C 1.48763 3.92809 -1.91278 0.13 1.34 1.36 0.00
C 1.74085 4.76423 -0.60499 -0.28 -0.20 -0.50 0.00
O 1.87282 3.93811 0.52097 -0.79 -0.11 0.29 0.00
O 2.69824 3.33638 -2.34483 -0.25 -0.19 -0.32 0.00
H 1.04054 4.53935 -2.69674 0.06 0.16 -0.11 0.00
H 0.76065 3.15660 -1.65903 0.22 -0.25 0.00 0.00
H 0.92936 5.46732 -0.41727 -0.41 -0.27 -0.04 0.00
H 2.60775 5.42384 -0.64374 0.36 -0.10 -0.67 0.00
H 2.71415 3.47702 0.48696 0.50 -0.25 -0.14 0.00
H 3.20265 3.99684 -2.82543 0.16 0.06 0.03 0.00
C -3.40479 -2.13488 2.05736 -1.37 -1.13 0.73 -0.01
C -4.86500 -2.65757 2.09044 0.57 0.34 1.36 0.00
O -5.82259 -1.63256 1.94138 -0.31 1.04 -0.89 0.00
O -3.00038 -1.94552 0.73050 -0.87 0.17 -1.20 0.09
H -2.79218 -2.90808 2.52103 0.19 -0.06 0.08 0.01
H -3.27429 -1.20764 2.61530 -0.19 0.05 0.24 0.01
H -5.09975 -2.97160 3.10749 0.91 -1.01 -0.04 0.00
H -5.07287 -3.45614 1.37829 0.38 -0.09 -0.05 0.00
H -6.37506 -1.69790 2.72375 -0.26 0.49 -0.29 0.00
H -2.09637 -1.62327 0.75339 1.23 0.41 -0.29 0.00
C -0.64586 -3.93967 -1.37174 0.58 -0.75 -0.76 0.00
C -0.12883 -2.83018 -2.26636 -0.99 0.20 1.09 0.00
O -0.66854 -2.92101 -3.55701 -0.05 -0.53 -0.12 0.00
O 0.12836 -5.13554 -1.56501 -0.28 0.27 0.71 0.00
H -1.69872 -4.14331 -1.56692 -0.21 0.07 -0.36 0.00
H -0.63051 -3.64903 -0.32131 0.59 -0.09 -0.02 0.00
H 0.96103 -2.81717 -2.27792 0.14 0.00 0.15 0.00
H -0.51977 -1.94413 -1.76619 0.30 0.68 -0.07 0.00
H -0.38667 -2.11344 -3.99286 0.02 0.33 -0.44 0.00
H 0.11046 -5.34422 -2.50188 -0.08 -0.02 -0.15 0.00
C 0.76009 0.80007 -3.94067 1.29 0.00 -1.35 0.00
C 2.06347 1.03027 -4.87341 -1.92 -1.84 2.23 0.00
O 1.62251 1.24986 -6.18305 0.46 0.65 0.05 0.00
O -0.12674 -0.23659 -4.40638 0.51 0.16 0.24 0.00
H 0.18115 1.72221 -3.88990 0.16 0.21 0.18 0.00
H 1.10576 0.47096 -2.96072 -0.04 0.20 -0.01 0.00
H 2.64204 0.10792 -4.82247 -0.01 -0.33 -0.02 0.00
H 2.72269 1.75899 -4.40171 -0.37 0.66 -0.35 0.00
H 2.45295 1.41318 -6.63613 -0.21 0.08 -0.81 0.00
H -0.37295 -0.05545 -5.31641 0.12 0.15 -0.26 0.00
C -3.26064 3.62815 0.46548 1.61 0.21 0.43 0.00
C -2.36271 4.93454 0.56920 -2.17 -0.93 1.09 0.00
O -2.65328 5.48529 1.88785 0.61 -0.24 -1.50 0.00
O -2.80836 2.74008 1.51992 -0.12 0.75 -0.47 0.00
H -3.10522 3.10826 -0.47986 0.11 0.17 -0.40 0.00
H -4.32304 3.83829 0.58897 0.02 0.36 0.04 0.00
H -2.69807 5.64857 -0.18299 0.06 0.09 0.13 0.00
H -1.30433 4.71450 0.42955 0.03 -0.17 0.12 0.00
H -2.56017 4.72028 2.46028 0.02 -0.06 0.43 0.00
H -3.26952 1.90672 1.39978 -0.07 -0.08 0.12 0.00
C 2.76261 -3.42344 0.71796 0.11 0.00 0.55 0.00
C 4.09295 -3.13631 0.01176 -1.79 -1.60 -0.42 0.00
O 4.91439 -2.49888 0.91317 1.08 0.84 0.53 0.00
O 2.05438 -2.22300 1.05996 -0.23 -0.21 -0.74 0.00
H 2.92523 -3.92727 1.67075 0.71 -0.12 0.09 0.00
H 2.11550 -4.14704 0.22222 -0.15 0.57 -0.70 0.00
H 3.96970 -2.58299 -0.91923 -0.32 0.30 -0.06 0.00
H 4.52699 -4.09357 -0.27697 -0.05 -0.32 -0.04 0.00
H 5.78197 -2.57193 0.50873 0.41 0.36 0.44 0.00
H 2.58845 -1.74002 1.69486 0.13 0.30 0.34 0.00
C -4.12328 -0.27192 -1.97601 -0.01 -3.20 -0.68 0.09
C -4.83178 0.68926 -1.02105 -0.46 1.41 2.69 0.11
O -4.40254 0.57400 0.31858 0.29 0.39 -1.48 0.20
O -4.43855 -1.62726 -1.55328 -0.35 2.83 -2.11 0.48
H -3.04598 -0.10605 -1.97938 0.18 0.05 0.51 0.01
H -4.50432 -0.12817 -2.98708 -0.22 -0.12 0.16 0.00
H -5.91108 0.54830 -1.07900 -0.02 -0.37 -0.24 0.02
H -4.58294 1.72070 -1.27065 0.08 -0.15 -0.50 -0.01
H -4.59062 -0.28748 0.69817 -0.63 -0.53 0.51 0.00
H -4.01787 -1.76619 -0.70161 1.31 -0.65 1.48 -0.01
C 3.84723 0.60715 -0.67108 -0.98 0.86 -1.04 0.00
C 4.87467 1.30707 0.17325 -1.66 0.17 -0.12 0.00
O 4.33522 2.62995 0.48946 1.28 -0.89 0.15 0.00
O 3.88111 0.95932 -2.05594 1.36 -1.80 -0.31 0.00
H 2.82892 0.86375 -0.37900 0.00 0.08 0.90 0.00
H 3.93851 -0.46059 -0.47183 0.18 -0.13 -0.79 0.00
H 5.83801 1.34704 -0.33517 0.01 0.17 0.07 0.00
H 4.91050 0.70869 1.08362 0.42 0.14 0.27 0.00
H 4.90599 2.87652 1.22090 -0.14 0.77 0.16 0.00
H 3.34515 1.70302 -2.34099 -0.26 0.42 0.97 0.00

***

6.
43
Properties=species:S:1:pos:R:3:forces:R:3:nbo_charge:R:1 method="wB97M-V/def2-TZVPD" e_homo_ev=-2.80 charge=-1
C -4.67908 2.68336 1.35793 0.12 -0.50 0.18 -0.63
C -3.17512 2.88746 1.32828 -0.12 0.87 -0.23 -0.07
O -2.46132 1.71848 1.64866 -0.34 -0.29 0.24 -0.54
C -1.11881 2.00242 1.74289 2.59 -1.51 0.23 0.71
C -0.24448 0.87997 1.87739 -1.79 0.21 -0.13 -0.58
C 1.15859 0.96471 1.88276 -0.12 -0.04 -0.10 0.11
C 1.82595 2.20384 1.91477 0.70 0.70 0.03 -0.33
C 3.20127 2.26980 1.88736 -0.77 -1.55 -0.07 -0.02
Cl 3.97194 3.80124 1.83585 0.47 0.71 0.08 -0.04
C 3.95721 1.10352 1.84987 0.92 0.60 -0.07 -0.35
C 3.32662 -0.12376 1.79289 -0.41 -0.01 0.09 -0.20
C 1.95307 -0.20448 1.80567 0.10 0.27 0.02 -0.30
O -0.68456 3.14834 1.67292 -1.12 1.11 -0.13 -0.73
H -5.21559 3.49058 0.85524 0.19 0.06 0.01 0.20
H -4.94768 1.74520 0.87280 -0.01 -0.05 -0.13 0.21
H -5.04849 2.62073 2.38144 0.01 0.01 0.07 0.20
H -2.82525 3.18592 0.33109 -0.30 0.28 0.07 0.16
H -2.85497 3.66948 2.03172 -0.29 0.01 -0.34 0.19
H -0.70458 -0.08922 1.92512 -0.12 -0.43 0.01 0.18
H 1.25782 3.11764 1.94184 -0.01 -0.11 0.00 0.26
H 5.03083 1.17607 1.84026 0.27 -0.04 -0.04 0.20
H 3.91558 -1.02328 1.73306 0.19 -0.22 0.00 0.19
H 1.46524 -1.16237 1.73660 -0.16 -0.26 0.05 0.18
O 2.66447 -1.10596 -5.53908 0.17 -0.79 1.20 -0.38
N 2.93474 -1.79957 -4.55279 1.13 0.13 -1.10 0.51
O 4.00171 -2.41028 -4.42144 -1.35 0.66 -0.01 -0.38
C 1.93945 -1.90431 -3.48914 -0.43 -0.11 0.49 0.09
C 2.17966 -2.69122 -2.38032 0.77 -0.21 -0.26 -0.20
C 1.23334 -2.80703 -1.39004 -0.47 0.13 0.14 -0.16
C 0.01220 -2.13484 -1.48451 0.17 0.12 -0.37 -0.05
C -0.98481 -2.30302 -0.43389 -0.45 -0.07 0.46 -0.11
C -2.21412 -1.79535 -0.42343 0.77 -0.13 -0.48 -0.09
N -3.11740 -2.06696 0.66739 -0.94 -0.24 1.55 0.50
O -4.27969 -1.65442 0.57851 1.40 -0.38 -0.30 -0.37
O -2.69425 -2.69570 1.64518 -0.38 0.63 -1.22 -0.38
C -0.21094 -1.33477 -2.60806 0.02 -0.16 0.28 -0.17
C 0.74105 -1.22580 -3.59378 0.03 0.39 -0.64 -0.20
H 3.12339 -3.20645 -2.31193 0.09 -0.08 0.07 0.25
H 1.43100 -3.42867 -0.53194 0.05 -0.05 0.14 0.22
H -0.71402 -2.91177 0.41243 0.16 -0.10 0.21 0.24
H -2.58801 -1.18874 -1.22159 -0.57 0.24 0.10 0.22
H -1.13586 -0.79266 -2.70662 -0.09 0.13 -0.06 0.22
H 0.57392 -0.60813 -4.46137 -0.07 0.07 -0.06 0.25

***

7.
17
Properties=species:S:1:pos:R:3:forces:R:3:nbo_charge:R:1 method="wB97M-V/def2-TZVPD" e_homo_ev=-7.79 charge=0
C 0.91316 -2.03703 1.19959 0.08 0.09 0.18 0.13
C 2.13005 1.08372 4.02738 0.00 -0.07 -0.09 1.02
C -1.83854 -0.46912 -2.06755 0.18 0.18 0.34 -0.61
C -1.09319 0.19948 -0.89565 0.05 -0.07 0.01 -0.07
C 0.36818 -0.14165 -1.06640 0.20 -0.04 -1.47 0.26
N 0.98733 -0.95892 0.82596 0.18 0.02 0.96 -0.32
O 2.84546 1.90245 3.67254 1.07 1.27 -0.51 -0.51
O 1.42276 0.25601 4.37874 -1.08 -1.23 0.57 -0.51
O -1.42721 1.56723 -0.78962 0.02 0.36 -0.05 -0.72
O 1.08482 0.96848 -1.20680 -0.43 0.11 0.32 -0.70
H 0.83299 -3.04000 1.52099 -0.03 -0.41 0.07 0.23
H -1.50495 -0.05388 -3.01494 0.05 0.03 -0.14 0.20
H -1.64763 -1.53731 -2.06238 0.00 -0.13 -0.07 0.22
H -2.90411 -0.28610 -1.96090 -0.08 0.04 0.01 0.22
H -1.43319 -0.27506 0.03402 0.14 0.03 -0.14 0.20
H -0.75530 2.07419 -1.26503 -0.08 -0.05 0.13 0.47
H 2.01938 0.74749 -1.32997 -0.28 -0.14 -0.12 0.50

***

8.
21
Properties=species:S:1:pos:R:3:forces:R:3:nbo_charge:R:1 method="wB97M-V/def2-TZVPD" e_homo_ev=-16.80 charge=+2 smiles="C[NH2+]C1=C[N@@H+](C)[C@H](O)S1"
C 2.73625 1.39220 -0.28561 0.45 -1.84 -3.30 -0.40
N 1.34032 1.59085 -0.88572 -0.24 1.04 1.93 -0.53
C 0.20653 0.82635 -0.35779 0.32 -7.66 -4.36 -0.08
C -0.16933 -0.65372 -0.90794 2.28 6.19 1.63 -0.13
N -1.09431 -1.15782 0.06969 -1.48 -1.67 0.23 -0.43
C -0.47017 -2.09972 1.08671 -1.27 -0.59 1.85 -0.43
C -1.95648 -0.02366 0.63420 1.18 2.52 0.96 0.20
O -2.77233 0.43542 -0.27639 0.44 0.37 -2.53 -0.67
S -0.65053 1.32891 0.93599 -0.78 0.62 1.34 0.43
H 2.82506 1.67158 0.69386 -0.39 0.78 2.51 0.25
H 3.02962 0.34942 -0.44355 -0.33 0.11 0.27 0.25
H 3.42719 1.95714 -0.90343 -0.13 0.38 -0.04 0.26
H 1.34131 1.51901 -1.86946 0.37 -0.55 -1.79 0.46
H 1.15434 2.59036 -0.74320 -0.28 0.08 0.06 0.46
H 0.06214 -1.34799 -1.77052 0.12 1.47 1.03 0.30
H -1.75433 -1.79920 -0.43792 0.24 0.80 0.41 0.47
H 0.29918 -1.63548 1.74370 -0.65 0.02 -0.76 0.26
H -1.38863 -2.39770 1.71046 1.65 0.11 -0.62 0.25
H -0.05489 -2.99288 0.58761 -0.28 0.63 0.02 0.27
H -2.41339 0.17043 1.60950 0.09 -2.52 0.63 0.28
H -3.69756 0.27648 -0.19019 -1.33 -0.28 0.55 0.54

***

Molar mass per entry: 229.32 250.07 95.05 84.14 624.71 391.79 145.11 148.23 g mol⁻¹